65
Properties=species:S:1:pos:R:3:forces:R:3:mulliken_spin:R:1 method="wB97M-V/def2-TZVPD" homo_lumo_gap_ha="0.28520 / 0.30524" fmax_ev_per_a=1.682 total_energy_ev=-218900.823 lumo_energy_ev="-4.01 / -3.32" e_above_lowest_ev=0.000 charge=+1 multiplicity=2
Cr -1.145 -1.312 -0.661 0.314 -0.383 1.607 1.086
C -2.692 1.647 -2.398 0.056 0.042 -0.095 -0.001
Se -3.111 0.255 -1.126 -0.224 0.066 0.217 -0.013
C -4.071 -0.946 -2.307 0.025 -0.077 -0.080 0.002
C -3.218 -1.380 -3.482 -0.249 0.035 0.005 -0.001
Se -1.584 -2.293 -2.940 0.173 -0.180 -0.100 -0.027
C -0.445 -1.488 -4.287 0.041 -0.002 0.028 0.004
H -2.307 2.487 -1.824 0.014 0.033 -0.032 0.000
H -3.611 1.943 -2.897 0.016 0.054 -0.029 -0.001
H -1.949 1.321 -3.121 0.001 0.030 -0.016 0.001
H -4.968 -0.426 -2.641 -0.023 -0.016 -0.027 0.000
H -4.360 -1.776 -1.665 0.018 -0.029 -0.014 0.001
H -2.921 -0.531 -4.094 -0.027 0.012 -0.038 0.000
H -3.768 -2.080 -4.110 -0.032 0.031 -0.017 -0.001
H -0.920 -1.667 -5.248 0.041 0.012 -0.041 -0.001
H 0.514 -1.994 -4.237 -0.014 -0.008 0.023 0.001
H -0.330 -0.423 -4.106 -0.004 0.018 -0.021 0.000
C 4.079 2.304 -1.987 -0.013 -0.087 0.022 0.000
C 3.390 0.999 -1.688 0.049 0.128 -0.027 0.000
C 4.123 -0.138 -1.368 0.038 -0.052 0.037 0.001
C 3.502 -1.350 -1.089 0.000 0.047 -0.009 -0.001
C 2.121 -1.429 -1.122 0.033 0.222 -0.089 0.012
C 1.378 -0.293 -1.427 0.118 -0.184 0.244 0.016
C 1.999 0.907 -1.707 0.035 0.056 0.089 0.006
S 1.363 -3.014 -0.951 0.092 -0.108 0.179 -0.002
O 0.958 -3.390 -2.282 -0.131 -0.047 -0.092 -0.005
O 2.227 -3.917 -0.252 -0.101 0.261 0.196 -0.002
N 0.047 -2.602 -0.052 -0.428 -0.418 -0.633 -0.077
C -0.590 -3.628 0.801 0.276 0.312 -0.265 0.013
C -2.103 -3.555 0.612 -0.047 0.621 -0.339 -0.004
O -2.850 -4.358 1.082 -0.164 -0.162 0.094 0.015
O -2.499 -2.482 -0.100 -0.009 -0.364 0.117 0.009
H 4.972 2.144 -2.590 -0.004 0.001 0.005 0.000
H 4.391 2.797 -1.064 -0.020 -0.022 0.002 0.000
H 3.421 2.987 -2.525 -0.001 -0.008 0.011 0.000
H 5.205 -0.077 -1.337 -0.012 -0.024 -0.020 0.000
H 4.077 -2.235 -0.848 0.003 0.027 -0.015 0.000
H 0.284 -0.273 -1.446 -0.029 0.160 -0.423 -0.038
H 1.407 1.788 -1.927 -0.004 -0.023 -0.019 0.000
H -0.389 -3.420 1.853 0.063 -0.012 0.048 -0.006
H -0.235 -4.633 0.584 0.014 -0.040 -0.013 -0.001
O -1.095 -0.359 1.117 0.189 0.431 -0.490 0.011
S -0.960 1.154 1.405 -0.099 -0.344 -0.222 -0.001
C -1.574 1.300 3.046 -0.012 0.087 0.150 0.001
C -2.157 2.508 3.403 0.000 -0.060 0.061 0.000
C -2.597 2.669 4.710 -0.007 -0.030 -0.029 0.000
C -2.461 1.627 5.616 0.006 0.010 -0.016 0.000
C -1.893 0.417 5.230 -0.020 0.000 0.035 0.001
C -1.438 0.244 3.935 -0.019 0.019 0.040 0.001
C 0.782 1.414 1.623 0.078 -0.102 0.020 0.002
C 1.265 2.707 1.489 0.008 0.006 0.054 -0.001
C 2.626 2.929 1.641 0.001 -0.022 -0.012 0.000
C 3.476 1.863 1.909 -0.030 0.003 -0.009 0.000
C 2.974 0.572 2.031 -0.026 -0.001 -0.005 0.000
C 1.615 0.335 1.887 0.037 0.068 -0.002 -0.001
H -2.275 3.303 2.676 0.010 -0.017 0.014 0.000
H -3.060 3.598 5.012 0.017 -0.005 0.001 0.000
H -2.809 1.754 6.633 -0.008 -0.003 -0.007 0.000
H -1.807 -0.394 5.941 -0.002 0.015 0.001 0.000
H -1.007 -0.696 3.614 0.005 0.029 -0.002 0.000
H 0.592 3.533 1.286 0.015 -0.028 -0.038 0.000
H 3.022 3.931 1.546 -0.005 -0.009 0.012 0.000
H 4.538 2.039 2.021 -0.021 -0.005 0.009 0.000
H 3.641 -0.253 2.243 -0.007 0.006 -0.028 0.000
H 1.209 -0.667 1.956 0.006 0.027 -0.009 0.001